No. 1
Density functional theory data (ωB97M-V/def2-TZVPD) for C52H80B3CoMnO48 as an isolated structure in a non-equilibrium geometry.

Geometry as XYZ:
```
185
Properties=species:S:1:pos:R:3
Mn 3.219 0.210 -1.042
Co -4.783 -1.299 -1.469
O -0.913 -6.905 -3.103
C -0.823 -5.836 -2.566
O 0.241 -5.264 -2.050
B -0.035 -4.097 -1.325
O -1.462 -3.932 -1.396
C -1.951 -4.821 -2.256
O -3.102 -4.741 -2.653
O 0.594 -2.991 -2.117
C 1.480 -2.392 -1.364
O 2.100 -1.412 -1.768
C 1.586 -3.253 -0.029
O 0.523 -4.045 -0.008
O 2.418 -3.048 0.796
O 2.253 1.780 -2.039
C 1.710 2.890 -1.913
O 2.094 3.999 -2.429
B 1.068 5.098 -2.012
O 0.075 4.388 -1.268
C 0.321 3.105 -1.156
O -0.375 2.239 -0.699
O 0.526 5.843 -3.161
C 1.020 7.073 -3.246
O 0.768 7.792 -4.140
C 1.894 7.253 -1.965
O 1.768 6.164 -1.219
O 2.648 8.191 -1.700
O -0.007 2.095 2.465
C -0.127 0.987 2.076
O -1.121 0.150 2.270
B -0.960 -1.035 1.479
O 0.341 -0.942 0.815
C 0.862 0.204 1.166
O 1.900 0.609 0.710
O -2.103 -1.061 0.507
C -2.686 -2.205 0.545
O -3.661 -2.473 -0.157
C -1.983 -3.102 1.569
O -1.087 -2.293 2.171
O -2.218 -4.236 1.653
C -3.286 6.811 0.103
C -2.253 5.690 -0.068
C -2.444 4.412 0.780
O -3.093 3.486 -0.113
C -2.900 3.879 -1.393
O -3.107 3.191 -2.354
O -2.502 5.145 -1.469
H -4.247 6.371 -0.156
H -3.014 7.518 -0.688
H -3.236 7.324 1.110
H -1.247 6.015 -0.125
H -3.110 4.613 1.598
H -1.536 4.006 1.131
C 2.947 -2.707 4.350
C 1.500 -3.001 4.218
C 1.262 -4.207 3.317
O 0.205 -4.931 3.971
C 0.061 -4.525 5.224
O -0.687 -5.077 5.987
O 0.895 -3.418 5.452
H 3.083 -2.005 5.114
H 3.279 -2.333 3.400
H 3.553 -3.640 4.485
H 0.816 -2.128 3.915
H 2.170 -4.840 3.261
H 0.905 -3.922 2.341
C -4.326 -6.968 2.236
C -4.921 -5.976 3.226
C -3.896 -5.387 4.219
O -4.170 -4.002 4.222
C -4.949 -3.751 3.163
O -5.166 -2.629 2.833
O -5.389 -4.828 2.567
H -3.531 -6.520 1.639
H -5.054 -7.298 1.448
H -3.965 -7.848 2.791
H -5.722 -6.440 3.808
H -2.871 -5.613 3.947
H -4.013 -5.756 5.240
C 4.399 5.892 1.063
C 4.907 4.937 0.015
C 6.301 4.363 0.318
O 6.217 3.055 -0.150
C 4.980 2.657 -0.074
O 4.567 1.481 -0.144
O 4.145 3.653 0.035
H 4.633 5.641 2.096
H 3.361 6.087 0.937
H 4.908 6.816 0.771
H 4.870 5.318 -1.008
H 6.496 4.323 1.410
H 7.167 4.799 -0.192
C 5.540 -1.209 0.925
O 4.998 -1.286 -0.409
C 5.975 -1.174 -1.442
C 5.276 -1.275 -2.771
O 4.311 -0.267 -3.024
C 3.700 -0.453 -4.330
C 3.933 0.789 -5.151
O 2.676 1.565 -5.148
C 2.720 2.849 -5.744
H 4.757 -0.987 1.636
H 6.299 -0.466 1.028
H 6.010 -2.174 1.128
H 6.774 -1.878 -1.545
H 6.345 -0.164 -1.378
H 4.854 -2.303 -2.879
H 6.051 -1.279 -3.569
H 2.637 -0.515 -4.190
H 4.125 -1.361 -4.757
H 4.186 0.562 -6.196
H 4.759 1.327 -4.686
H 3.083 2.731 -6.783
H 3.262 3.633 -5.224
H 1.689 3.228 -5.892
C -4.518 -2.856 -4.060
O -5.329 -2.578 -2.901
C -6.008 -3.663 -2.308
C -7.214 -3.107 -1.598
O -6.644 -2.149 -0.721
C -7.497 -1.477 0.187
C -6.510 -0.676 0.975
O -5.546 -0.153 0.123
C -4.677 0.732 0.846
H -5.055 -2.476 -4.929
H -4.295 -3.910 -4.125
H -3.611 -2.321 -3.948
H -5.334 -4.110 -1.569
H -6.256 -4.480 -3.046
H -7.727 -3.948 -0.993
H -7.925 -2.617 -2.286
H -8.021 -2.126 0.896
H -8.203 -0.856 -0.418
H -6.092 -1.344 1.702
H -7.026 0.156 1.465
H -4.064 0.153 1.546
H -5.129 1.612 1.326
H -3.957 1.161 0.096
C 9.813 2.932 6.447
O 9.704 1.718 5.762
C 8.748 0.881 6.341
C 8.331 -0.204 5.349
O 7.710 0.258 4.133
C 6.790 1.338 4.339
C 6.057 1.575 2.998
O 5.232 2.654 2.999
C 3.955 2.379 3.585
H 9.944 2.649 7.519
H 8.921 3.516 6.315
H 10.635 3.562 6.086
H 7.866 1.486 6.608
H 9.133 0.439 7.315
H 7.667 -0.946 5.827
H 9.191 -0.772 5.102
H 7.362 2.223 4.640
H 6.034 1.163 5.095
H 5.459 0.651 2.873
H 6.851 1.678 2.289
H 3.966 1.671 4.446
H 3.230 2.006 2.802
H 3.483 3.299 3.946
C -1.802 -0.279 -2.428
O -3.234 -0.108 -2.526
C -3.698 0.674 -3.681
C -5.032 1.186 -3.414
O -5.837 0.087 -3.044
C -7.219 0.441 -3.122
C -7.836 0.170 -4.499
O -7.235 -1.065 -4.938
C -8.192 -2.082 -5.289
H -1.421 -0.045 -3.424
H -1.472 -1.287 -2.142
H -1.301 0.484 -1.770
H -3.750 0.004 -4.625
H -3.030 1.537 -3.841
H -5.409 1.758 -4.237
H -5.042 1.893 -2.575
H -7.378 1.473 -2.881
H -7.624 -0.234 -2.396
H -7.580 0.931 -5.189
H -8.902 0.129 -4.225
H -9.164 -1.634 -5.486
H -8.406 -2.882 -4.521
H -7.848 -2.589 -6.203
```

## Properties
- charge = +1
- <S²> = 20.007
- multiplicity = 9

Here are the Mulliken charges for atoms 1 to 4, given in e: atom 1 (Mn): 1.204, atom 2 (Co): 1.133, atom 3 (O): -0.594, atom 4 (C): 0.106

***

No. 2
Density functional theory data (ωB97M-V/def2-TZVPD) for a 13-piece molecular cluster, C52H80F18O26 overall in a non-equilibrium geometry.

Geometry as XYZ:
```
176
Properties=species:S:1:pos:R:3
C -0.249 -5.363 -2.386
O -0.855 -4.162 -2.762
C 0.004 -3.092 -3.083
C 0.728 -3.345 -4.405
O 1.062 -2.147 -5.066
C 2.297 -1.620 -4.678
H -0.952 -6.083 -1.974
H 0.644 -5.235 -1.760
H 0.172 -5.872 -3.270
H 0.711 -2.816 -2.293
H -0.662 -2.236 -3.199
H 0.197 -4.014 -5.087
H 1.608 -3.983 -4.227
H 3.071 -2.402 -4.644
H 2.315 -1.160 -3.683
H 2.686 -0.910 -5.409
C 4.242 5.065 -3.144
O 3.334 4.631 -2.156
C 3.408 3.255 -1.845
C 2.723 2.359 -2.859
O 1.334 2.593 -2.737
C 0.574 1.743 -3.564
H 5.160 4.466 -3.108
H 4.510 6.098 -2.932
H 3.854 4.955 -4.162
H 2.920 3.177 -0.873
H 4.413 2.839 -1.703
H 2.964 1.322 -2.582
H 3.031 2.578 -3.889
H 0.817 1.791 -4.631
H -0.503 1.855 -3.459
H 0.793 0.708 -3.262
O -2.107 -0.429 2.811
C -2.648 -0.956 3.742
O -3.989 -1.078 3.753
C -4.406 -1.843 4.888
C -3.283 -1.642 5.899
C -2.043 -1.614 5.001
H -4.528 -2.901 4.641
H -5.387 -1.550 5.256
H -3.256 -2.447 6.632
H -3.353 -0.671 6.389
H -1.669 -2.609 4.757
H -1.229 -1.037 5.432
O -5.080 2.505 4.937
C -4.820 2.845 3.817
O -3.661 2.503 3.223
C -3.537 3.029 1.907
C -4.962 3.424 1.517
C -5.704 3.605 2.857
H -3.248 2.193 1.270
H -2.825 3.856 1.892
H -5.331 2.527 1.018
H -4.996 4.288 0.859
H -6.730 3.257 2.803
H -5.699 4.666 3.116
O 8.195 -1.255 -4.639
C 7.387 -1.380 -3.756
O 7.709 -1.186 -2.493
C 6.592 -1.314 -1.584
C 5.390 -1.253 -2.516
C 5.904 -1.782 -3.852
H 6.631 -0.587 -0.781
H 6.765 -2.346 -1.256
H 5.008 -0.238 -2.654
H 4.547 -1.811 -2.106
H 5.238 -1.379 -4.606
H 5.865 -2.874 -3.824
O 2.178 0.562 6.123
C 1.097 0.964 5.795
O 0.170 1.358 6.676
C -1.022 1.884 6.046
C -0.559 2.164 4.614
C 0.600 1.207 4.379
H -1.270 2.848 6.484
H -1.902 1.246 6.088
H -0.299 3.213 4.475
H -1.384 2.000 3.921
H 1.276 1.613 3.632
H 0.156 0.280 4.003
O 2.386 -0.928 -0.888
C 1.442 -0.352 -0.435
O 0.182 -0.574 -0.911
C -0.689 0.417 -0.327
C 0.119 1.432 0.445
C 1.377 0.617 0.736
H -1.327 -0.176 0.332
H -1.228 0.830 -1.177
H -0.359 1.681 1.392
H 0.284 2.333 -0.142
H 1.250 0.071 1.670
H 2.327 1.146 0.725
C -0.452 -3.367 1.106
C -1.673 -2.881 0.333
O -2.654 -3.868 0.029
C -3.364 -4.456 0.979
O -3.419 -4.107 2.120
C -4.319 -5.520 0.381
F -3.936 -6.760 0.700
F -5.550 -5.308 0.844
F -4.368 -5.440 -0.959
H 0.123 -4.049 0.475
H -0.761 -3.877 2.017
H 0.210 -2.544 1.369
H -1.402 -2.391 -0.596
H -2.214 -2.170 0.966
C 0.000 6.557 -0.403
C 0.596 5.150 -0.365
O 1.672 5.106 0.575
C 1.391 4.964 1.849
O 0.342 4.530 2.234
C 2.580 5.243 2.787
F 2.769 4.161 3.530
F 3.675 5.562 2.106
F 2.305 6.272 3.585
H 0.409 7.165 -1.208
H 0.113 7.070 0.555
H -1.085 6.597 -0.532
H 0.924 4.914 -1.373
H -0.163 4.426 -0.072
C 7.362 -2.758 2.453
C 6.001 -2.135 2.373
O 6.060 -0.788 1.927
C 4.924 -0.102 1.986
O 3.854 -0.541 2.245
C 5.093 1.393 1.609
F 6.364 1.779 1.784
F 4.767 1.505 0.309
F 4.313 2.187 2.321
H 7.891 -2.853 1.505
H 7.304 -3.744 2.914
H 7.982 -2.164 3.130
H 5.510 -2.189 3.346
H 5.377 -2.752 1.715
C -3.802 -1.598 -2.305
C -4.857 -1.699 -3.394
O -5.919 -2.499 -2.860
C -6.793 -2.960 -3.731
O -6.757 -2.822 -4.914
C -7.877 -3.812 -3.054
F -9.028 -3.705 -3.703
F -7.514 -5.100 -3.047
F -8.057 -3.422 -1.787
H -3.008 -0.911 -2.602
H -3.333 -2.585 -2.211
H -4.040 -1.376 -1.264
H -4.399 -2.102 -4.295
H -5.263 -0.717 -3.645
C -6.228 4.866 -5.042
C -5.587 5.401 -3.770
O -5.146 4.364 -2.890
C -3.922 3.898 -3.129
O -3.115 4.402 -3.843
C -3.532 2.654 -2.287
F -3.285 1.636 -3.115
F -2.413 2.931 -1.612
F -4.505 2.351 -1.425
H -6.967 4.095 -4.839
H -5.486 4.478 -5.744
H -6.653 5.721 -5.571
H -6.377 5.930 -3.236
H -4.851 6.176 -3.976
C 3.194 -4.215 -0.319
C 3.317 -4.786 1.061
O 2.763 -3.837 1.988
C 3.027 -4.008 3.265
O 3.702 -4.863 3.751
C 2.543 -2.815 4.125
F 1.799 -1.982 3.419
F 1.778 -3.286 5.129
F 3.603 -2.263 4.688
H 2.157 -3.920 -0.500
H 3.537 -4.835 -1.145
H 3.740 -3.271 -0.416
H 4.349 -4.952 1.367
H 2.759 -5.725 1.051
```

## Properties
- charge = 0

Here are the Mulliken charges for atoms 1 to 4, given in e: atom 1 (C): -0.742, atom 2 (O): -0.239, atom 3 (C): 1.103, atom 4 (C): -0.905

***

It is found that the E values, taken in the order of the records, are -8249.719657, -5783.304592 Eh.